C4H12N2O2 | ωB97M-V/def2-TZVPD

Geometry as XYZ:
```
20
Properties=species:S:1:pos:R:3:forces:R:3
N -1.319 -2.278 0.413 0.39 -1.03 -0.47
C -0.045 -1.592 0.274 -0.11 -1.03 0.80
C -0.155 -0.153 0.696 0.06 0.60 0.55
N 0.932 0.668 0.577 0.85 -0.79 -0.98
C 2.092 0.223 -0.213 -0.64 0.27 0.19
C 1.881 0.387 -1.707 1.52 0.04 -0.49
O -1.201 0.259 1.173 -0.03 -0.12 -0.11
H -1.353 -2.965 -0.326 -0.43 -0.12 0.14
H -2.182 -1.763 0.442 0.32 0.67 -0.05
H 0.433 -1.755 -0.674 -0.37 0.67 -1.20
H 0.692 -2.200 0.823 -0.05 0.69 0.92
H 0.762 1.642 0.371 -0.56 0.05 0.57
H 2.969 0.699 0.221 0.06 0.41 -0.46
H 2.266 -0.811 -0.042 0.06 -0.95 0.45
H 2.851 0.236 -2.200 0.04 0.27 0.07
H 1.302 -0.413 -2.159 -0.65 0.20 0.24
H 1.537 1.377 -1.995 -0.27 -0.04 0.00
H -2.357 1.264 -0.822 -0.10 0.09 -0.15
H -1.544 1.905 0.233 -0.19 0.07 0.06
O -1.918 2.101 -0.638 0.09 0.08 -0.10
```
Forces are in eV/Å.

Calculated values
Energy relative to the best compared isomer or geometry (same formula, charge and spin): 150.2 kJ/mol
Kohn-Sham gap: 10.01 eV
DFT total energy: -11417.660 eV